Below is the molecule C20H25N3O4S2, with properties calculated with ωB97M-V with the def2-TZVPD basis set.

The orbital gap comes out at 8.233 eV. The structure (SMILES) is COc1ccc(NC(=S)Nc2cc(S(=O)(=O)N3CCCCC3)ccc2OC)cc1.

The geometry in XYZ format:
```
54
Properties=species:S:1:pos:R:3:forces:R:3:nbo_charge:R:1
C 0.6427 -4.0560 -0.3641 0.00 -0.16 -0.11 -0.252
H 1.6767 -4.3937 -0.3175 -0.08 -0.02 -0.04 0.202
O 0.5734 -2.9254 0.4710 -0.05 0.21 0.18 -0.499
C -0.6166 -2.2723 0.5875 -0.12 0.11 0.03 0.299
C -0.6158 -1.1480 1.4151 0.05 -0.20 -0.16 -0.252
C -1.7579 -0.4012 1.5844 -0.11 -0.30 0.06 -0.158
C -2.9330 -0.7464 0.9163 0.38 -0.45 -0.01 0.093
C -2.9473 -1.8936 0.1344 -0.07 0.38 0.18 -0.208
C -1.8011 -2.6516 -0.0340 0.32 -0.25 -0.02 -0.301
H -1.8472 -3.5327 -0.6544 0.03 -0.09 -0.05 0.222
H -3.8629 -2.1937 -0.3542 -0.10 0.00 -0.10 0.214
N -4.0869 0.0356 1.0419 -0.12 0.09 0.01 -0.599
C -4.1644 1.3874 1.1037 -0.23 -0.08 0.19 0.295
S -5.5331 2.1159 1.6662 -0.50 0.29 0.18 -0.242
N -3.0906 2.1385 0.7329 0.11 0.05 0.13 -0.638
C -2.0793 1.7859 -0.1699 0.38 -0.07 -0.50 0.170
C -0.7673 2.1559 0.0827 -0.35 0.01 -0.09 -0.198
C 0.2378 1.7953 -0.7923 0.60 0.17 -0.08 -0.343
C -0.0437 1.0819 -1.9372 0.11 0.06 -0.02 -0.173
C -1.3527 0.7254 -2.2191 -0.17 -0.08 0.02 -0.294
C -2.3811 1.0701 -1.3505 0.00 0.18 0.02 0.301
O -3.6897 0.7844 -1.5575 0.38 0.30 0.17 -0.497
C -4.0660 0.1230 -2.7425 -0.08 -0.10 -0.20 -0.251
H -5.1497 0.0316 -2.6908 0.08 -0.02 -0.05 0.209
H -3.7946 0.7030 -3.6292 0.01 -0.02 0.03 0.184
H -3.6171 -0.8731 -2.8029 0.01 0.03 0.00 0.178
H -1.5660 0.1869 -3.1281 -0.05 -0.06 -0.07 0.228
H 0.7570 0.8349 -2.6154 0.06 -0.06 -0.13 0.240
S 1.9261 2.1906 -0.3561 -0.61 -0.33 -0.02 2.325
O 2.7252 2.1462 -1.5503 -0.15 -0.26 0.02 -0.945
O 1.9315 3.3938 0.4235 -0.10 -0.08 0.27 -0.943
N 2.2452 0.9042 0.6709 -0.25 0.83 -0.40 -0.685
C 2.6861 -0.3024 0.0009 0.21 -0.34 -0.51 -0.229
C 4.1798 -0.2728 -0.3236 -0.05 -0.10 0.16 -0.426
C 4.9816 0.0045 0.9458 0.03 0.19 -0.18 -0.398
C 4.4992 1.3063 1.5814 -0.10 -0.27 0.16 -0.419
C 3.0011 1.2164 1.8665 0.35 0.57 0.35 -0.226
H 2.6210 2.1679 2.2382 0.07 -0.14 0.21 0.238
H 2.7984 0.4322 2.6042 -0.05 0.02 -0.05 0.193
H 5.0391 1.5068 2.5083 0.01 0.08 0.00 0.213
H 4.6688 2.1367 0.8928 0.07 0.09 0.03 0.209
H 6.0451 0.0720 0.7098 0.01 -0.07 0.05 0.213
H 4.8433 -0.8181 1.6533 0.06 -0.06 0.06 0.190
H 4.4752 -1.2268 -0.7640 -0.01 -0.01 -0.06 0.208
H 4.3586 0.5194 -1.0516 0.06 -0.09 -0.04 0.228
H 2.0940 -0.3959 -0.9102 -0.01 -0.27 0.01 0.214
H 2.4532 -1.1517 0.6514 -0.07 0.06 -0.07 0.210
H -0.5128 2.7273 0.9607 -0.08 0.04 0.24 0.243
H -3.1321 3.1051 1.0259 -0.18 -0.17 -0.06 0.430
H -4.9766 -0.4404 1.0935 0.10 0.21 0.11 0.424
H -1.7487 0.4493 2.2469 -0.01 0.12 0.05 0.221
H 0.2968 -0.8740 1.9169 0.16 0.05 0.08 0.227
H -0.0142 -4.8579 -0.0121 0.01 0.03 -0.02 0.178
H 0.3912 -3.8063 -1.3997 -0.02 -0.01 0.03 0.176
```
Positions in Å, forces in eV/Å.

=====

Below is C44H58N3O2S2Ti as an isolated structure, with properties calculated with ωB97M-V with the def2-TZVPD basis set.

The orbital gap (spin up / spin down) comes out at 6.361 / 4.809 eV. The total charge is -1. As for the multiplicity: 3. As for the expectation value of S²: 2.019.

The geometry in XYZ format:
```
110
Properties=species:S:1:pos:R:3:forces:R:3:lowdin_charge:R:1
Ti -1.6564 -0.1270 -0.3106 -2.06 0.41 0.30 0.952
C -3.8325 1.7696 -2.2322 0.16 0.35 0.38 -0.110
N -3.1127 2.1957 -0.9980 -0.32 -0.01 0.10 -0.147
C -4.0102 2.1148 0.1950 0.45 -0.24 -0.21 -0.178
C -3.2263 1.9321 1.4790 0.08 -0.38 -0.11 -0.168
N -2.5730 0.5680 1.6042 -0.55 0.17 0.58 -0.201
C -1.4391 0.6789 2.5800 -0.63 -0.13 0.01 -0.091
C -3.5970 -0.4041 2.0777 0.28 0.36 0.02 -0.252
C -3.8845 -0.4782 3.4413 0.08 0.03 -0.07 -0.047
C -4.8451 -1.3455 3.9342 -0.02 -0.03 -0.09 -0.106
C -5.5464 -2.1472 3.0395 -0.01 -0.02 -0.06 -0.107
C -5.2789 -2.0616 1.6842 -0.02 -0.02 0.05 -0.134
C -4.3062 -1.1922 1.1595 -0.02 0.05 -0.04 -0.613
S -4.0583 -1.1253 -0.5730 0.02 0.17 -0.06 0.653
C -2.6407 3.5728 -1.1428 0.03 0.06 -0.05 -0.267
C -3.4516 4.4607 -1.8584 0.09 0.07 -0.01 -0.061
C -3.1086 5.7892 -2.0505 -0.03 -0.02 -0.04 -0.115
C -1.9251 6.2647 -1.4974 0.07 -0.09 0.08 -0.121
C -1.1217 5.4070 -0.7674 -0.09 -0.07 -0.10 -0.153
C -1.4421 4.0448 -0.5601 -0.04 0.00 0.15 -0.614
S -0.3742 3.0885 0.4401 0.14 -0.13 -0.44 0.664
H -3.3422 2.1999 -3.0976 0.05 0.03 -0.04 0.071
H -4.8792 2.0869 -2.2308 -0.08 0.04 0.01 0.085
H -3.8224 0.7006 -2.3313 0.03 -0.39 0.10 0.008
H -4.6835 1.2821 0.0508 -0.17 -0.23 -0.08 0.068
H -4.6083 3.0208 0.2841 -0.11 0.27 -0.03 0.126
H -3.8886 2.0808 2.3293 -0.15 -0.08 0.22 0.125
H -2.4345 2.6677 1.5238 0.17 0.09 0.05 0.035
H -1.7220 1.2616 3.4604 -0.08 -0.03 0.03 0.088
H -0.6184 1.1858 2.1074 0.20 0.20 -0.20 0.007
H -1.1280 -0.3148 2.8862 -0.02 -0.16 0.00 0.098
H -3.3513 0.1552 4.1406 0.00 -0.04 -0.07 0.102
H -5.0391 -1.3920 4.9991 0.00 0.00 -0.04 0.091
H -6.2996 -2.8434 3.4017 0.09 0.09 -0.07 0.095
H -5.8156 -2.6847 0.9783 0.00 0.01 0.04 0.093
H -4.3787 4.0997 -2.2908 0.09 0.08 0.07 0.099
H -3.7570 6.4378 -2.6294 0.03 -0.02 0.05 0.088
H -1.6360 7.3032 -1.6284 0.01 -0.07 0.01 0.091
H -0.1999 5.7670 -0.3214 -0.08 -0.04 -0.04 0.083
C 3.5382 -2.7895 3.9049 -0.03 0.08 0.09 -0.054
C 3.3808 -3.5698 2.5930 0.00 0.11 -0.06 -0.561
C 3.4513 -5.0603 2.9148 0.04 -0.14 0.05 -0.078
C 4.5612 -3.2310 1.6652 0.00 0.04 -0.05 -0.051
C 2.0572 -3.1885 1.9196 0.10 0.17 -0.01 -0.175
C 1.8489 -1.8673 1.5106 0.21 0.03 0.10 0.032
C 0.6608 -1.5045 0.9007 0.09 0.52 -0.04 -0.167
N 0.3055 -0.3043 0.2546 1.30 -0.15 -0.20 0.013
C 1.1099 0.4960 -0.4658 -0.28 -0.28 0.05 -0.233
C 2.4405 0.8510 -0.1658 0.26 0.08 -0.25 0.033
C 3.1574 1.6278 -1.0427 -0.14 -0.15 0.23 -0.155
C 2.5330 2.0447 -2.2435 0.01 0.10 0.08 0.012
C 1.2388 1.7634 -2.6036 -0.41 -0.10 -0.13 -0.075
C 0.4613 0.9744 -1.6947 0.09 -0.11 0.06 -0.266
O -0.7547 0.5422 -1.8955 1.02 0.76 -0.92 -0.165
C 0.7580 2.3441 -3.9531 -0.12 -0.14 0.09 -0.524
C 1.6414 1.7846 -5.0787 0.05 -0.08 -0.05 -0.053
C 0.8892 3.8734 -3.9106 0.04 0.15 -0.05 -0.039
C -0.7017 2.0282 -4.3076 0.03 0.04 0.17 -0.051
C 4.5507 2.1449 -0.7097 0.03 0.13 0.05 -0.554
C 4.4293 3.6398 -0.3406 -0.13 0.03 -0.04 -0.037
C 5.4960 1.9943 -1.9088 0.13 -0.10 -0.02 -0.054
C 5.1672 1.3922 0.4733 -0.02 -0.01 0.08 -0.069
C -0.3806 -2.4393 0.7466 -0.41 0.32 -0.43 -0.233
O -1.5126 -1.9456 0.1905 1.06 -1.19 0.60 -0.280
C -0.1653 -3.7792 1.0587 -0.15 -0.25 0.16 -0.080
C 1.0565 -4.1135 1.6665 -0.20 -0.16 -0.10 0.016
C -1.2239 -4.8425 0.7334 -0.01 0.08 0.04 -0.533
C -0.7520 -6.2458 1.1153 0.01 -0.11 0.11 -0.082
C -1.5224 -4.8464 -0.7763 0.01 -0.03 -0.04 -0.038
C -2.5182 -4.5386 1.5025 -0.08 -0.02 0.05 -0.034
H 4.5024 -3.0192 4.3764 -0.12 0.03 -0.05 0.080
H 2.7378 -3.0524 4.6052 0.09 0.04 -0.07 0.089
H 3.4910 -1.7092 3.7321 0.01 -0.13 0.03 0.077
H 4.3924 -5.2758 3.4328 -0.08 0.00 -0.06 0.081
H 3.4195 -5.6679 2.0044 -0.01 0.04 0.09 0.088
H 2.6291 -5.3721 3.5671 0.10 0.03 -0.05 0.085
H 5.5083 -3.5528 2.1177 -0.12 0.05 -0.05 0.080
H 4.6277 -2.1547 1.4713 -0.02 -0.15 0.03 0.067
H 4.4455 -3.7373 0.7011 0.03 0.05 0.10 0.091
H 2.6230 -1.1283 1.6718 -0.04 -0.10 -0.02 0.090
H 2.8538 0.5555 0.7870 -0.04 0.04 -0.14 0.088
H 3.1019 2.6766 -2.9175 -0.01 -0.08 0.10 0.096
H 2.7011 2.0166 -4.9260 -0.14 -0.02 -0.03 0.072
H 1.3330 2.2129 -6.0401 0.04 -0.05 0.10 0.082
H 1.5407 0.6953 -5.1375 0.02 0.11 -0.01 0.091
H 1.9362 4.1953 -3.8566 -0.16 -0.03 0.00 0.077
H 0.3630 4.2765 -3.0422 -0.01 0.00 -0.03 0.082
H 0.4455 4.3106 -4.8157 0.11 -0.07 0.13 0.086
H -0.9073 0.9591 -4.3128 0.02 0.01 -0.01 0.087
H -0.9136 2.4362 -5.3027 0.01 -0.02 0.09 0.085
H -1.3783 2.4956 -3.5897 0.07 -0.04 -0.06 0.064
H 4.1952 4.2456 -1.2264 0.03 -0.12 0.17 0.084
H 5.3680 4.0068 0.0922 -0.08 -0.04 -0.09 0.080
H 3.6210 3.7921 0.3851 0.16 -0.03 -0.10 0.092
H 5.0985 2.4576 -2.8151 0.07 -0.03 0.11 0.069
H 5.6826 0.9354 -2.1240 -0.04 0.14 0.01 0.091
H 6.4570 2.4722 -1.6838 -0.09 -0.07 -0.03 0.083
H 4.6104 1.5627 1.4021 0.09 -0.01 -0.14 0.086
H 6.1891 1.7471 0.6316 -0.03 -0.03 0.01 0.081
H 5.2034 0.3127 0.2835 -0.01 0.14 0.03 0.083
H 1.2232 -5.1481 1.9444 -0.05 0.20 -0.08 0.079
H 0.1642 -6.5267 0.5838 -0.09 0.01 0.05 0.084
H -1.5325 -6.9662 0.8485 0.08 0.06 0.03 0.080
H -0.5695 -6.3349 2.1935 -0.03 0.00 -0.14 0.083
H -0.6092 -5.0571 -1.3467 -0.12 0.01 0.06 0.089
H -1.9243 -3.8867 -1.0987 0.01 0.00 0.02 0.072
H -2.2650 -5.6239 -1.0079 0.15 0.13 0.05 0.083
H -2.3300 -4.5046 2.5831 -0.03 -0.02 -0.14 0.093
H -3.2666 -5.3196 1.3051 0.12 0.12 0.04 0.086
H -2.9349 -3.5800 1.1937 0.03 -0.05 0.03 0.060
```
Positions in Å, forces in eV/Å.

=====

Below is C39H38AuClN5O4Se as an isolated structure, with properties calculated with ωB97M-V with the def2-TZVPD basis set.

The orbital gap comes out at 7.265 eV. The total charge is +1.

The geometry in XYZ format:
```
89
Properties=species:S:1:pos:R:3:forces:R:3:lowdin_charge:R:1
Au 0.8218 -2.0774 1.0984 0.10 0.02 -0.98 0.988
O 4.3843 -3.3814 5.2317 0.02 -0.01 0.00 0.151
C 5.0010 -2.6944 4.2913 0.00 0.05 0.02 -0.500
O 6.0370 -2.1169 4.4795 0.00 -0.01 -0.05 0.099
C 4.3380 -2.6311 2.9426 -0.07 0.01 -0.07 -0.035
C 4.9295 -2.1238 1.7819 0.12 -0.13 0.16 -0.562
Cl 6.5254 -1.6208 1.5870 0.01 -0.07 -0.08 0.894
N 4.0283 -2.1629 0.7752 0.00 0.13 -0.10 -0.047
N 2.8790 -2.6946 1.2351 -0.33 0.30 0.44 -0.001
C 3.0469 -2.9653 2.5344 0.11 -0.18 0.04 -0.125
C 1.8539 -3.5469 3.2704 -0.03 0.11 -0.13 -0.534
O 2.0170 -4.1015 4.3388 -0.02 -0.02 0.01 0.111
O 0.7187 -3.4067 2.6637 0.12 -0.05 0.13 -0.172
C 4.1307 -1.8421 -0.6258 0.07 -0.19 -0.14 -0.193
C 3.3327 -2.5550 -1.5142 0.13 -0.15 0.02 -0.040
C 3.3888 -2.2645 -2.8658 0.03 -0.01 -0.01 -0.071
C 4.2356 -1.2720 -3.3386 0.04 -0.02 0.07 -0.073
C 5.0315 -0.5752 -2.4444 0.03 0.01 -0.03 -0.057
C 4.9896 -0.8554 -1.0861 -0.14 0.24 0.09 -0.038
H 3.5134 -3.7563 4.9406 0.00 -0.03 -0.01 0.069
H 2.6948 -3.3549 -1.1654 0.00 0.05 0.07 0.109
H 2.7746 -2.8337 -3.5509 0.00 0.01 -0.01 0.114
H 4.2801 -1.0481 -4.3959 0.00 0.00 0.00 0.113
H 5.6992 0.2003 -2.7948 -0.01 0.00 -0.02 0.115
H 5.6081 -0.2803 -0.4148 -0.06 -0.03 0.03 0.079
C -4.9204 -1.3204 -1.2612 -0.02 0.02 0.00 -0.092
C -4.1609 -2.1855 -2.2677 0.00 -0.03 0.00 -0.235
C -3.1484 -1.4414 -3.1411 0.00 0.01 -0.01 -0.173
C -1.8107 -1.1168 -2.4859 0.01 -0.01 0.03 -0.139
N -1.9308 -0.1623 -1.3807 0.02 -0.02 -0.02 0.012
C -1.8865 -0.4388 -0.0724 0.05 0.04 -0.02 -0.610
Se -1.5590 -2.1319 0.6912 -0.11 0.00 0.35 0.863
N -2.1735 0.6666 0.6290 0.03 0.00 0.03 0.008
C -2.3297 0.7388 2.0900 -0.04 0.07 -0.05 -0.143
C -3.6925 0.2360 2.5432 0.01 -0.02 0.00 -0.187
C -4.8624 1.0575 2.0137 0.00 0.00 -0.01 -0.265
C -6.1990 0.5360 2.5238 -0.01 -0.01 0.00 -0.097
C -2.3850 1.7112 -0.2615 -0.09 -0.05 0.02 -0.163
C -2.6898 3.0554 -0.0612 0.01 0.02 0.01 0.000
C -2.8093 3.8365 -1.1908 0.00 0.00 0.01 -0.049
C -2.6370 3.3040 -2.4799 0.00 -0.01 -0.02 -0.049
C -2.3479 1.9714 -2.6790 0.02 0.01 -0.02 0.016
C -2.2279 1.1830 -1.5376 0.03 -0.02 0.00 -0.138
H -5.7930 -1.8518 -0.8811 0.01 0.00 0.00 0.082
H -5.2760 -0.3982 -1.7277 0.00 -0.01 0.00 0.084
H -4.3219 -1.0420 -0.3919 0.01 0.01 0.00 0.035
H -4.8914 -2.6449 -2.9358 0.00 0.01 -0.01 0.111
H -3.6636 -3.0175 -1.7590 0.00 0.02 0.01 0.102
H -3.6039 -0.5256 -3.5306 0.01 0.00 0.01 0.110
H -2.9079 -2.0541 -4.0131 0.00 -0.01 0.00 0.122
H -1.1224 -0.6815 -3.2092 0.02 0.04 0.00 0.115
H -1.3446 -2.0116 -2.0781 0.02 0.00 -0.01 0.093
H -2.1934 1.7856 2.3611 0.02 -0.02 0.00 0.118
H -1.5141 0.1760 2.5392 0.00 -0.04 0.00 0.108
H -3.6970 0.2434 3.6364 0.01 0.02 0.00 0.130
H -3.8035 -0.8112 2.2475 -0.01 0.00 0.01 0.092
H -4.8621 1.0436 0.9190 0.00 0.00 0.00 0.095
H -4.7342 2.1050 2.3066 -0.01 -0.01 0.02 0.112
H -6.3489 -0.5046 2.2287 0.00 0.01 0.00 0.076
H -7.0301 1.1181 2.1270 0.01 0.00 0.00 0.076
H -6.2483 0.5809 3.6129 0.00 0.00 0.00 0.079
H -2.8290 3.4709 0.9273 0.00 0.00 -0.01 0.119
H -3.0432 4.8869 -1.0846 0.00 0.00 0.00 0.115
H -2.7344 3.9588 -3.3349 0.00 -0.01 0.00 0.115
H -2.2120 1.5636 -3.6712 0.00 0.00 0.01 0.122
N 1.0438 -0.8656 -0.4754 0.00 0.16 0.38 -0.014
C 1.3631 0.3496 -0.2547 -0.02 -0.08 -0.06 -0.311
C 1.6635 1.1990 -1.4497 0.02 0.01 -0.05 -0.163
C 2.1855 2.4836 -1.3140 -0.03 0.00 0.01 -0.018
C 2.4728 3.2458 -2.4387 0.00 -0.01 -0.01 -0.060
C 2.2490 2.7303 -3.7056 0.02 0.01 0.00 -0.068
C 1.7510 1.4398 -3.8493 -0.01 0.01 0.01 -0.072
C 1.4652 0.6798 -2.7303 -0.04 -0.01 -0.01 -0.058
C 1.4608 0.9975 1.0980 -0.03 -0.09 -0.03 -0.203
C 0.6255 2.0640 1.4234 0.00 -0.04 -0.02 -0.060
C 0.6766 2.6335 2.6861 0.00 0.00 0.01 -0.064
C 1.5720 2.1560 3.6346 -0.01 0.01 0.00 -0.057
C 2.4417 1.1289 3.3026 0.03 -0.03 -0.02 -0.046
C 2.3907 0.5590 2.0370 -0.05 0.11 0.02 -0.040
H 2.3780 2.8933 -0.3316 0.00 0.00 -0.01 0.115
H 2.8788 4.2418 -2.3214 0.00 0.00 0.00 0.110
H 2.4738 3.3258 -4.5809 0.00 0.00 0.00 0.109
H 1.5986 1.0255 -4.8382 0.00 0.00 0.00 0.109
H 1.1138 -0.3390 -2.8262 -0.02 0.02 -0.01 0.089
H -0.0508 2.4573 0.6748 -0.01 0.02 0.00 0.108
H 0.0257 3.4641 2.9298 0.00 0.00 0.00 0.112
H 1.6101 2.6026 4.6191 0.00 0.00 0.00 0.113
H 3.1737 0.7799 4.0204 -0.01 0.01 -0.01 0.116
H 3.1224 -0.1809 1.7562 0.04 -0.14 0.02 0.087
```
Positions in Å, forces in eV/Å.